Formula: C4H6N2O
Source: the OMol25 dataset
Level of theory: ωB97M-V with the def2-TZVPD basis set

Computed properties:
**Frontier orbital gap**: 8.92 eV
**M**: 98.10 g mol⁻¹
**Energy above the lowest of the compared OMol25 structures with the same formula, charge and spin**: 10.24 kcal/mol
**SMILES**: Cc1c[nH]c(O)n1
**F_max**: 0.40 eV Å⁻¹

Each atom is followed by the atoms it is bonded to, with distances in Å.
Atoms and positions in Å:
1 C -1.045 -0.795 1.691  C2 1.507, H8 1.098, H9 1.093, H10 1.099
2 C -0.324 -0.300 0.464  C1 1.507, C3 1.359, N7 1.402
3 C -0.334 1.024 0.156  C2 1.359, N4 1.380, H11 1.079
4 N 0.461 1.159 -0.964  C3 1.380, C5 1.349, H12 1.006
5 C 0.909 -0.078 -1.264  N4 1.349, O6 1.352, N7 1.308
6 O 1.724 -0.145 -2.340  C5 1.352, H13 0.963
7 N 0.474 -1.004 -0.449  C2 1.402, C5 1.308
8 H -0.403 -0.701 2.578  C1 1.098
9 H -1.419 -1.821 1.644  C1 1.093
10 H -1.909 -0.133 1.841  C1 1.099
11 H -0.839 1.853 0.628  C3 1.079
12 H 0.750 1.998 -1.437  N4 1.006
13 H 1.954 -1.056 -2.550  O6 0.963